Below is 5 unconnected molecules or ions with the total composition C5H22N2O4 in a non-equilibrium geometry, with properties calculated with ωB97M-V/def2-TZVPD.

The geometry in XYZ format:
```
33
Properties=species:S:1:pos:R:3:forces:R:3
C -1.37741 1.94113 -0.58415 -1.1 1.4 2.2
N -2.11050 1.07349 0.37708 0.8 0.1 -0.3
C -1.42803 -0.22950 0.61066 0.0 0.4 0.6
C -1.74641 -1.35668 -0.36237 -0.2 -0.9 0.3
C -1.14521 -1.26396 -1.76312 0.0 -0.3 -0.7
C 0.35034 -0.88522 -1.78427 0.1 -1.2 1.3
N 1.24786 -1.68782 -0.87318 -1.0 0.1 0.0
H -0.38605 2.14253 -0.14467 -0.3 -0.1 -0.5
H -1.91167 2.94298 -0.64586 0.6 -1.2 0.0
H -1.31962 1.51007 -1.53988 0.3 -0.4 -1.5
H -3.09031 0.97527 0.09744 0.5 -0.2 0.1
H -1.73927 -0.56693 1.64185 0.5 0.2 -1.0
H -0.29954 -0.05205 0.62651 -1.8 0.0 0.1
H -2.83810 -1.48874 -0.43153 0.2 0.2 -0.1
H -1.41214 -2.31301 0.09659 0.0 0.5 -0.1
H -1.67549 -0.48566 -2.35252 0.2 -0.5 0.2
H -1.30365 -2.26547 -2.28852 0.2 1.3 0.5
H 0.74312 -1.02932 -2.76389 0.2 0.1 -0.9
H 0.49039 0.15011 -1.50994 0.0 0.3 0.0
H 0.85481 -1.66596 0.08976 0.4 -0.4 -0.7
H 1.26039 -2.66976 -1.19707 0.0 0.8 0.4
O 0.76561 -1.48168 2.21725 0.2 0.1 -0.4
H 0.62873 -0.52747 2.43026 0.0 -0.2 0.1
H 0.54014 -1.95445 3.01091 -0.1 -0.3 0.4
O 0.35908 1.10931 2.64932 -0.1 0.0 0.5
H 0.95444 1.57478 2.03601 0.3 0.3 -0.2
H -0.51486 1.35167 2.33571 -0.4 0.1 0.0
O 3.22975 0.40348 -0.50499 -0.1 -0.2 -0.5
H 3.26766 0.52540 -1.46809 0.1 0.1 0.4
H 2.70278 -0.42180 -0.42873 0.0 -0.2 -0.1
O 1.91973 2.31319 0.82949 -0.1 -0.2 -0.1
H 2.64794 2.77420 1.24891 0.2 0.1 0.0
H 2.33547 1.55788 0.34505 0.2 0.3 0.0
```
Forces are in eV/Å.

Results
SMILES = CNCCCCN.O.O.O.O
Relative energy (zero: lowest compared OMol25 entry of this formula, charge and spin) = 59.5 kJ/mol
E_LUMO = 0.02791 Eh
E_tot = -16712.4646 eV

***

Below is a molecular structure, C25H43I2N9OPV in a non-equilibrium geometry, with properties calculated with ωB97M-V/def2-TZVPD.

The geometry in XYZ format:
```
82
Properties=species:S:1:pos:R:3:forces:R:3
V 0.43329 0.60459 -0.28249 -1.0 -2.0 -0.2
I -0.88066 7.56578 -1.52464 -0.1 -0.6 0.0
C -1.07890 5.46195 -1.46147 0.0 0.4 0.1
C -1.04540 4.72022 -2.63914 0.1 0.4 0.1
C -1.05948 3.34722 -2.56075 0.0 -0.9 0.0
I -1.13703 2.11162 -4.28300 0.0 0.4 0.1
C -1.08857 2.66446 -1.33338 -0.2 1.9 -0.2
O -0.96207 1.36841 -1.26170 -0.9 -0.5 -0.6
C -1.29402 3.43677 -0.17047 0.1 -0.5 -0.2
C -1.62571 2.66819 1.08328 -0.3 0.4 -0.4
N -0.52234 1.77777 1.48714 0.1 -0.7 0.2
C 0.54428 2.56744 2.11394 0.2 0.2 0.1
C 1.83879 2.47887 1.36362 0.0 0.3 0.4
C 2.84062 3.41438 1.59054 0.2 -0.1 -0.1
C 4.08654 3.22880 1.01834 -0.4 -0.2 0.1
C 4.29552 2.06827 0.28178 -0.1 -0.1 0.0
C 3.23080 1.22125 0.06137 0.7 0.0 -0.1
N 1.99907 1.42542 0.55102 1.9 1.3 0.8
C -1.25742 4.81672 -0.23997 0.0 0.3 -0.2
H -0.99846 5.22142 -3.59354 0.0 0.0 -0.1
H -1.87274 3.36656 1.89270 0.0 -0.2 -0.1
H -2.50712 2.04390 0.89452 0.1 0.0 0.1
H -0.89251 1.12216 2.17424 0.1 0.2 0.0
H 0.24319 3.61694 2.17808 0.1 -0.1 0.1
H 0.73263 2.21832 3.13766 -0.1 0.1 -0.1
H 2.63986 4.27314 2.21074 -0.1 0.1 0.1
H 4.87318 3.95077 1.15555 0.1 0.1 0.1
H 5.26698 1.84614 -0.12709 0.1 -0.1 -0.1
H 3.35518 0.33092 -0.54404 0.0 0.1 -0.1
H -1.38690 5.40530 0.65432 0.0 0.1 0.2
N -3.33700 0.03010 -1.11005 0.2 0.1 -0.1
C -4.08120 -1.24124 -1.32674 -0.4 -0.5 -0.1
C -4.07908 -2.00562 -0.00705 0.3 0.0 0.0
C -2.66384 -2.42237 0.41175 -0.2 -0.5 0.1
N -1.89493 -1.22289 0.80665 0.2 0.0 0.3
C -1.96493 -3.18675 -0.71646 -0.1 0.3 -0.1
C -1.97529 -2.46774 -2.07039 0.0 -0.6 -0.1
N -1.04150 -1.32985 -2.03669 0.2 -0.1 -0.1
C -3.39442 -2.02269 -2.43802 0.3 0.1 0.1
H -3.87379 0.66726 -0.51828 0.2 0.0 -0.1
H -3.11282 0.50249 -1.99241 0.0 0.1 0.2
H -2.42289 -0.23303 -0.62518 -0.6 0.6 -0.2
H -5.10912 -1.01332 -1.62751 0.2 0.1 0.1
H -4.69773 -2.89685 -0.10681 -0.1 0.0 0.0
H -4.52395 -1.39401 0.78000 -0.1 0.0 0.1
H -2.75606 -3.10826 1.26712 0.0 0.1 -0.2
H -0.93631 -1.49576 1.03302 -0.3 0.1 0.1
H -2.31900 -0.84529 1.65311 0.2 -0.1 0.0
H -2.46852 -4.14607 -0.83361 0.1 -0.1 0.1
H -0.92682 -3.38410 -0.43263 0.0 -0.1 0.0
H -1.66248 -3.19229 -2.83736 -0.1 0.1 0.1
H -1.21811 -0.73111 -2.84124 0.2 0.1 0.0
H -0.09348 -1.68247 -2.14655 -0.1 0.0 -0.1
H -3.99035 -2.90921 -2.65591 0.0 0.0 0.0
H -3.36575 -1.42570 -3.35242 -0.1 0.0 -0.1
N 1.57058 0.59993 -2.35401 -0.2 -0.2 0.3
H 0.85041 0.45454 -3.06186 0.1 0.1 0.0
H 2.40179 0.10954 -2.67908 -0.1 0.1 0.0
H 1.79383 1.59489 -2.41559 0.0 -0.1 -0.1
C 4.61974 -3.74661 -0.24334 0.4 0.0 -0.4
N 4.42964 -3.40773 1.23583 0.3 -0.3 0.0
C 3.68674 -4.57837 1.87935 -0.1 -0.4 0.4
N 2.47205 -4.81195 1.20074 -0.1 -0.4 0.1
C 2.71270 -5.14095 -0.19274 0.0 -0.1 -0.1
N 3.37842 -4.03032 -0.85232 0.1 -0.3 -0.4
C 2.52781 -2.87903 -1.02415 -0.3 0.5 0.1
P 1.96130 -2.12184 0.60780 0.6 -0.9 0.0
C 3.68330 -2.14025 1.40596 -0.6 0.9 0.1
C 1.47971 -3.78306 1.38766 -0.4 0.4 0.1
H 5.27632 -4.61901 -0.30346 0.0 0.1 0.2
H 5.10770 -2.89634 -0.72641 0.0 0.0 0.2
H 5.34949 -3.31834 1.67897 -0.1 0.0 0.0
H 3.50891 -4.34168 2.93098 0.1 0.1 -0.1
H 4.32884 -5.46139 1.81528 0.1 0.2 0.0
H 1.77090 -5.35877 -0.69480 0.0 0.0 0.0
H 3.34735 -6.02741 -0.25216 0.0 0.0 0.0
H 1.64529 -3.18308 -1.59416 0.0 0.1 0.0
H 3.06303 -2.12413 -1.60857 -0.1 0.0 0.0
H 3.55586 -1.95059 2.47684 0.1 0.0 -0.1
H 4.28114 -1.32197 0.99495 0.0 -0.1 0.0
H 0.53955 -4.13192 0.95305 0.0 0.1 0.1
H 1.31588 -3.63570 2.46042 -0.1 0.0 -0.1
```
Forces are in eV/Å.

Results
Multiplicity = 4
Relative energy (zero: lowest compared OMol25 entry of this formula, charge and spin) = 97.9 kJ/mol
⟨S²⟩ = 3.759
E_LUMO (spin up / spin down) = -0.27542 / -0.27656 Eh
E_tot = -93237.2873 eV
Net charge = +3

***

Below is 2 unconnected molecules or ions with the total composition C5H10N2O6 in a non-equilibrium geometry, with properties calculated with ωB97M-V/def2-TZVPD.

The geometry in XYZ format:
```
23
Properties=species:S:1:pos:R:3:forces:R:3
C 2.40975 -1.60985 -1.83846 0.9 0.3 0.1
C 1.04367 -2.04883 -1.43958 0.1 -0.3 0.5
C 0.36058 -2.49901 -2.70822 -0.8 0.0 -0.3
C 0.33436 -0.73197 -0.64077 3.3 -0.5 -1.1
C 1.19595 -0.25529 0.55107 0.6 -1.4 -1.6
O 0.69513 1.03467 0.77566 0.2 0.4 2.9
N 0.89564 1.22632 2.21378 -0.5 1.7 0.9
O 0.07918 1.98829 2.71389 1.8 -1.6 -1.0
O 1.84134 0.64798 2.72886 -1.7 1.1 -0.8
O -0.65683 -1.38993 -0.20491 -3.2 -0.6 0.4
O -2.21725 0.38378 -1.59851 -1.4 1.2 1.8
N -2.81052 0.96013 -0.70965 0.4 1.9 -1.7
O -3.14589 2.13547 -0.57862 0.8 -3.0 -0.2
H 2.29778 -0.79789 -2.56099 0.3 0.0 -0.1
H 3.00069 -1.24386 -1.00247 0.2 -0.1 -0.2
H 2.94329 -2.43844 -2.31550 0.0 0.2 0.0
H 1.03156 -2.86747 -0.69394 0.2 0.5 -0.3
H 0.34576 -1.70869 -3.46308 0.1 0.1 0.1
H 0.93211 -3.32969 -3.14076 -0.1 0.1 0.2
H -0.66660 -2.83555 -2.59578 -0.1 0.0 0.3
H 0.30951 0.01488 -1.47976 -0.7 -0.3 0.5
H 0.93075 -0.94167 1.36926 0.2 0.3 -0.3
H 2.29346 -0.23159 0.41982 -0.6 0.0 0.0
```
Forces are in eV/Å.

Results
Relative energy (zero: lowest compared OMol25 entry of this formula, charge and spin) = 754.1 kJ/mol
E_LUMO (spin up / spin down) = -0.05108 / -0.07354 Eh
E_tot = -20601.5618 eV

***

> The lowest relative energy (zero: lowest compared OMol25 entry of this formula, charge and spin) belongs to which entry?

C5H22N2O4

***

> The lowest relative energy (zero: lowest compared OMol25 entry of this formula, charge and spin) belongs to which entry?

C5H22N2O4

***

> The lowest E_tot belongs to which entry?

C25H43I2N9OPV

***

> Which of these has the highest relative energy (zero: lowest compared OMol25 entry of this formula, charge and spin)?

C5H10N2O6